# 1
The following is a DFT calculation (the ωB97M-V functional and the def2-TZVPD basis) of C5H12N2O in the gas phase.

Its molar mass is 116.2 g mol⁻¹. The spin multiplicity is 3. Its LUMO energy (alpha / beta) is 1.00 / -0.89 eV. Its total energy is -10400.7526 eV. The calculation puts the HOMO-LUMO gap (alpha / beta) at 6.2555 / 8.9424 eV. Its HOMO energy (alpha / beta) is -5.253 / -9.837 eV. The expectation value of S² is 2.008.

Element x y z (Å)
1 O 0.74210 1.14965 -0.53688
2 N -1.06566 2.25932 0.29760
3 N -1.54579 1.03281 0.67782
4 C 0.61141 -2.33325 -0.57394
5 C -0.27249 -1.09843 -0.63474
6 C 0.24392 0.06493 0.20445
7 C 0.79069 -0.24687 1.50386
8 C -0.25915 2.10043 -0.89278
9 H 0.25987 -3.16654 -1.21456
10 H -0.28451 -0.77511 -1.68058
11 H 0.11361 -0.19476 2.35109
12 H 0.22369 2.99573 -1.16292
13 H -2.06300 0.64235 -0.08118
14 H 0.77948 -2.67980 0.45915
15 H -1.36841 -1.30155 -0.49668
16 H 1.70270 0.37132 1.92675
17 H -0.88517 1.68984 -1.82302
18 H -0.47392 2.75721 1.12825
19 H 1.57910 -2.07055 -0.94297
20 H 1.17153 -1.19672 1.49130

Force components x, y, z for each atom (eV/Å):
0.10 0.18 -0.13
0.77 0.49 1.84
-2.98 3.12 2.46
-0.39 -0.80 0.37
-0.77 0.90 -0.44
3.11 -2.22 -2.44
1.88 3.22 2.05
-0.92 -2.30 -0.82
-0.07 0.42 0.50
0.23 0.23 -0.03
-0.76 0.03 0.08
0.62 1.07 -0.35
-0.28 -0.06 -1.12
-0.37 -0.20 -0.53
0.72 -0.22 0.56
-1.63 -0.62 -1.40
0.88 0.91 2.08
-1.77 -1.84 -2.56
0.77 0.24 -0.31
0.86 -2.54 0.18

Results of the Löwdin charge analysis, in e, for atoms 1 through 5: number 1, O, carries -0.092; number 2, N, carries -0.086; number 3, N, carries 0.032; number 4, C, carries -0.105; number 5, C, carries -0.208

=====

# 2
The following is a DFT calculation (the ωB97M-V functional and the def2-TZVPD basis) of a molecular structure, C57H100NO27Pb.

Its molar mass is 1438.6 g mol⁻¹. Its LUMO energy is -2.25 eV. Its total energy is -122740.5502 eV. The calculation puts the HOMO-LUMO gap at 5.9214 eV. Its HOMO energy is -8.176 eV. The charge is +1.

Element x y z (Å)
1 Pb -1.34607 -3.04497 3.46163
2 O -2.59254 -1.12865 4.57090
3 O -4.23744 1.61176 -0.01162
4 O -2.39591 -5.51507 -0.11933
5 O 0.92412 6.84003 0.46936
6 O -1.15571 -4.81173 1.57615
7 O -2.95447 5.63381 -1.76913
8 O 1.51636 -3.90391 3.68631
9 O -4.76003 3.72653 0.37712
10 O 3.53650 -3.86084 4.73131
11 O -3.33284 -2.15491 -0.44058
12 O -6.15334 2.45374 -0.79604
13 O -0.21651 -5.78415 -0.25933
14 O -1.76998 3.89710 -2.54370
15 O -4.54038 -0.04941 -4.66369
16 O 7.88087 -2.52532 -2.51877
17 O -0.13469 -2.04231 5.57454
18 O -3.97854 3.89732 -2.79694
19 O 2.48732 2.26670 -7.43138
20 O -0.31133 -1.51258 1.68140
21 O -5.41116 1.72737 -5.59998
22 O -5.20056 -2.20787 0.67843
23 O -3.28396 -2.49881 1.79379
24 O 3.53782 1.34876 -9.13527
25 O 2.08037 3.13812 -9.45609
26 O -6.30691 -0.29660 -6.01568
27 O 4.03000 0.24660 4.38394
28 O 3.27303 -5.16304 3.01146
29 N 0.56900 -0.79598 0.85380
30 C 4.46327 0.38088 2.04990
31 C -2.98386 4.45128 -2.42714
32 C -4.24145 -1.34106 -1.21698
33 C -3.43383 -0.22829 3.82369
34 C -0.75916 -6.54137 -1.34060
35 C 4.54163 1.75592 2.70435
36 C 4.67239 -4.63689 4.60300
37 C -4.58402 -0.84605 5.89121
38 C 1.46058 0.60321 -1.49683
39 C 7.49201 -3.36900 -3.58122
40 C 0.87315 -1.45527 7.62677
41 C -1.24533 -5.30348 0.48538
42 C -1.60937 5.88707 -1.39386
43 C 2.65315 -4.25982 3.76944
44 C -5.49111 0.40648 -5.48139
45 C -2.46903 -5.10406 -2.54299
46 C 4.29909 -5.86819 3.77730
47 C -0.81940 4.59111 -1.75930
48 C 0.49566 4.65857 -2.54713
49 C 3.67180 1.55977 3.91858
50 C -3.90140 0.98424 -3.90192
51 C -4.78560 -0.43960 4.44331
52 C 1.07108 -1.66647 -0.22639
53 C -2.43814 0.55028 -3.91263
54 C -5.88899 4.56991 0.10376
55 C -5.04396 2.51732 -0.03192
56 C 2.61011 5.37277 0.74560
57 C 5.67329 -1.97142 -2.96069
58 C 2.61727 2.32601 -8.78904
59 C 4.45074 -0.57329 3.27101
60 C 0.00319 -2.51738 6.93279
61 C 0.06616 -2.38725 -1.15307
62 C -3.08972 -1.22935 5.94929
63 C -6.64746 -0.84616 -0.51743
64 C 1.99780 -0.81005 -1.08875
65 C -2.20527 -6.10324 -1.40561
66 C 0.59774 -0.22082 6.81116
67 C 3.22850 6.76976 0.86219
68 C 2.05164 7.71757 0.45465
69 C 1.96015 -2.79011 0.40611
70 C -4.28469 2.18498 -4.85894
71 C -5.53974 -1.89403 -0.65428
72 C 3.93153 0.71365 -7.93780
73 C 1.24706 5.67830 1.23516
74 C -3.86547 -2.28358 0.76135
75 C -0.05851 0.47191 0.47923
76 C 1.02667 1.36040 -0.27075
77 C 5.95149 -3.25818 -3.77306
78 C 5.41293 -6.26004 2.83215
79 C -8.16382 3.82133 -0.72617
80 C -6.65252 3.80973 -0.95828
81 C -1.30061 0.34621 -0.40253
82 C 0.45723 -0.78250 5.40671
83 C 3.12122 0.99484 -5.51370
84 C 3.66330 1.64318 -6.78839
85 C -0.39341 1.30926 1.76243
86 C 6.98095 -1.42798 -2.48765
87 H 3.86402 -6.72559 4.28823
88 H 6.90341 -1.07302 -1.45859
89 H 4.98609 -2.20293 -2.14512
90 H -0.26500 -1.76515 -1.98637
91 H -3.93631 -0.30149 -1.09337
92 H -1.94945 0.52494 -4.88564
93 H 1.89335 -1.84133 7.71703
94 H 3.28334 -0.16772 -7.93522
95 H 2.72067 1.79920 -4.89496
96 H -5.94512 -2.69517 -1.27436
97 H 0.23596 -3.57831 6.91536
98 H -3.11580 0.79980 4.04051
99 H 4.32120 2.51224 -6.76499
100 H 6.12382 -6.94993 3.28190
101 H -5.45503 -1.02664 3.81296
102 H -2.14419 0.00432 0.19900
103 H -0.32147 2.38234 1.55470
104 H 5.03330 -5.04448 5.55362
105 H -6.30592 4.07591 -1.95552
106 H 2.11685 1.08982 -2.22751
107 H 3.98064 0.61856 -4.95882
108 H 3.64411 -1.29335 3.09986
109 H 5.30311 -4.08817 -3.49836
110 H -7.48614 -1.27361 0.03741
111 H 4.13420 6.75998 0.25624
112 H -0.24645 0.39107 7.12697
113 H -5.35442 5.38073 -0.39919
114 H 1.46213 0.43767 6.69975
115 H -8.44626 2.97083 -1.34972
116 H 5.95537 -5.37447 2.49970
117 H 1.43806 -0.96113 4.95626
118 H 4.96609 0.38957 -8.05538
119 H -3.21619 -0.26126 2.75791
120 H -1.50862 1.31169 -0.86783
121 H -3.49156 -4.74142 -2.46888
122 H -3.44315 2.26721 -5.54850
123 H 0.31010 1.19275 2.58784
124 H -1.61045 6.07697 -0.32342
125 H -5.26905 -1.62172 6.23045
126 H -0.99311 -2.27806 7.31711
127 H 0.85021 3.63191 -2.65518
128 H -2.24905 -5.66897 -3.44912
129 H -4.53294 3.09341 -4.31922
130 H 3.01717 4.56650 1.35677
131 H 2.14895 8.19806 -0.51874
132 H 5.67722 -3.00088 -4.79637
133 H 1.55617 -3.33555 1.25928
134 H -1.73412 -4.29903 -2.48565
135 H -6.32435 -0.03396 0.13400
136 H 5.12136 -1.28654 -3.60686
137 H 4.17818 2.52601 2.02236
138 H -1.12842 6.69087 -1.95191
139 H 2.62325 1.41976 3.63111
140 H 2.98132 -0.76250 -0.62084
141 H 7.87227 -3.03279 -4.55179
142 H -2.88208 -6.93493 -1.59799
143 H -1.41724 1.18722 2.11794
144 H -2.50572 -0.60163 6.61509
145 H 4.96968 -6.63090 1.90709
146 H 7.32692 -0.56194 -3.06029
147 H 2.30537 0.33758 -5.80047
148 H -4.81354 -0.01981 6.56515
149 H 0.70368 -1.43432 8.70605
150 H -0.69144 -7.61526 -1.17290
151 H -4.33533 -1.54356 -2.28527
152 H 5.47367 -3.97929 4.25913
153 H 2.82861 -2.29538 0.85476
154 H 7.83874 -4.39520 -3.47362
155 H 1.81760 1.71805 0.39112
156 H -0.30969 -6.22438 -2.28036
157 H -0.83146 -2.78646 -0.67900
158 H -3.13951 -2.30894 6.08575
159 H -4.35750 1.16709 -2.92779
160 H 3.47326 6.99674 1.89989
161 H -0.16283 -0.14101 4.77884
162 H 0.55189 4.84188 1.13319
163 H 1.23510 5.07534 -1.86158
164 H -1.29342 -0.38615 -1.20667
165 H -8.41553 3.54670 0.29888
166 H 3.59314 0.24500 1.40549
167 H 0.61687 0.63982 -2.19730
168 H -7.06760 -0.51257 -1.46560
169 H -5.26746 0.54221 4.42967
170 H 5.27728 0.18027 1.34950
171 H -6.46217 5.05724 0.89065
172 H 2.16995 8.54080 1.16464
173 H 2.11288 -1.36871 -2.02244
174 H -2.29125 -0.40532 -3.41011
175 H 3.72296 2.35121 4.66400
176 H -1.87104 1.29852 -3.35020
177 H -0.64163 4.01194 -0.85062
178 H 0.53538 2.26620 -0.63459
179 H 5.32225 -1.14797 3.58212
180 H 1.15498 6.01484 2.27339
181 H -8.69551 4.74210 -0.95289
182 H 0.58134 -3.25131 -1.57943
183 H 0.49595 5.18929 -3.49593
184 H 2.36914 -3.52505 -0.28868
185 H 2.58971 5.15752 -0.32169
186 H 5.55633 2.02286 3.00146

Force components x, y, z for each atom (eV/Å):
1.50 1.64 -1.69
0.20 0.10 0.06
-0.85 0.29 0.93
-1.18 0.03 0.04
-1.30 0.90 -0.29
0.40 0.00 -0.10
0.12 -0.76 -0.87
0.16 0.25 -0.15
-0.90 0.51 1.95
-2.03 0.41 0.21
1.38 0.18 -0.56
-0.25 0.34 1.05
-0.28 0.19 0.73
-0.84 -0.28 -0.36
-0.45 -1.29 1.00
0.07 -0.26 -0.04
-0.51 -1.49 -0.65
0.00 0.84 0.67
-0.76 0.71 0.31
-1.63 -1.03 1.01
-0.14 0.26 0.12
0.55 -0.76 0.91
0.05 -0.16 0.06
-0.66 1.99 -0.59
-0.07 -0.48 -0.71
0.63 0.55 0.26
0.74 0.25 0.73
-1.21 -1.34 -1.19
0.59 -0.53 0.73
1.23 -0.55 -0.16
-0.15 -0.35 0.58
-0.77 -0.73 -0.63
0.90 1.04 1.04
-0.28 0.15 -0.66
-0.26 0.27 -0.64
2.12 -1.45 1.91
0.18 0.53 0.22
0.46 -0.70 -0.36
-0.87 -0.45 -1.40
0.86 -1.94 1.13
0.60 -0.62 -0.29
1.62 -0.18 0.20
0.69 -0.34 0.92
-1.21 -0.87 -0.53
0.73 -0.45 0.95
0.65 2.46 -1.40
0.29 0.50 0.05
-0.01 -0.13 1.40
-0.68 -1.14 -0.61
0.09 0.64 -2.48
-1.65 1.42 -1.40
0.15 -0.51 0.41
0.33 1.31 1.16
1.64 1.92 -2.09
1.68 -1.92 -2.52
0.40 0.40 0.88
-1.97 -0.36 -0.38
1.24 -0.54 1.52
-1.77 0.39 -0.07
-1.38 1.93 -0.07
-0.30 -0.20 -0.22
-1.23 -0.90 -1.63
-0.51 -0.31 0.44
-0.50 0.38 -1.52
-0.31 0.48 -1.16
1.36 0.69 -0.77
0.51 -0.56 -0.25
1.79 -1.01 -0.08
0.56 0.79 0.83
1.05 -0.50 0.50
-1.75 3.07 -0.31
0.91 -1.84 -0.43
-0.86 0.68 0.07
-0.61 -0.72 0.03
1.08 1.28 0.18
-0.85 -0.22 -0.32
0.25 1.07 0.21
-0.22 0.33 -0.55
0.65 -1.16 -0.47
-0.72 0.08 0.74
-0.63 -0.08 0.14
0.34 0.49 0.13
1.13 1.64 -0.39
-2.50 0.40 -1.66
-0.18 0.17 -0.33
0.29 0.19 0.65
-0.15 0.27 0.26
0.18 -0.13 0.07
0.20 0.09 0.21
0.07 0.00 -0.03
-0.64 -0.02 0.43
-0.59 -0.12 -0.28
0.40 0.63 -1.08
0.21 -0.18 0.82
-0.15 -0.03 -0.01
0.49 -0.64 0.52
0.31 0.14 0.30
0.17 0.01 0.41
0.68 -0.54 0.79
-0.16 -0.17 -0.09
0.23 -0.65 0.35
0.02 0.45 0.17
-0.07 0.02 -0.43
-0.33 0.63 0.43
-0.45 0.31 -0.02
0.96 0.26 0.85
-0.36 -0.77 0.06
0.04 -0.23 0.04
0.39 -0.14 0.38
-0.01 -0.34 -0.15
-0.01 0.70 0.01
-0.15 -0.31 0.13
-0.52 0.45 0.06
0.00 0.16 0.68
-0.91 0.35 -0.12
0.06 0.07 0.24
0.02 0.42 -0.11
-0.01 0.07 0.05
-0.50 -0.92 0.00
-0.35 0.08 0.20
0.05 0.08 -0.36
-0.05 0.58 -0.11
0.05 -0.62 -0.11
0.25 0.20 -0.12
0.29 -0.35 -0.27
-0.17 -1.09 0.46
-0.20 -0.06 -0.43
-0.46 0.20 -0.25
0.06 -0.42 -0.73
0.61 0.11 -0.30
-0.14 -0.43 -0.23
0.38 -0.43 -0.21
-0.71 0.09 -0.34
-0.23 0.24 0.02
0.25 0.19 -0.52
0.10 0.26 0.17
-0.04 0.12 0.11
-0.62 0.42 0.08
-0.18 0.67 -0.26
-0.02 0.40 0.02
0.59 0.26 0.19
-0.08 -0.09 0.77
0.08 -0.40 0.07
0.20 -0.37 0.09
0.09 -0.59 0.19
0.21 -0.24 -0.38
0.33 -0.43 0.28
0.23 0.18 -0.13
-0.93 0.46 -0.11
0.46 0.09 0.16
1.14 -0.42 -0.05
0.05 -0.50 -0.70
0.12 0.11 -0.05
0.14 0.13 0.57
0.17 -0.49 0.13
0.58 -0.32 0.21
0.07 0.29 0.42
1.00 0.07 0.94
0.11 -0.54 0.17
0.26 -0.14 -0.04
0.03 -0.24 -0.22
-0.41 0.39 -0.57
0.01 0.44 -0.22
0.62 0.13 0.07
0.27 0.02 0.09
-0.43 0.14 0.54
-0.58 -1.07 0.42
0.35 0.21 -0.05
-0.17 -0.03 0.01
0.34 0.07 0.29
0.18 -1.00 0.71
-1.34 -0.04 0.37
0.37 -0.09 -0.02
-0.17 -0.05 -0.05
0.36 -0.40 0.36
0.07 -0.09 0.17
-0.02 -0.10 -0.04
-0.24 0.11 0.29
0.41 0.45 -0.34
0.60 -0.51 0.31
0.24 -0.02 -0.40
0.05 0.06 -0.14
-0.29 0.02 0.06
-0.28 0.16 -0.36
-0.12 -0.61 0.13
0.05 -0.12 0.01

Results of the Löwdin charge analysis, in e, for atoms 1 through 5: number 1, Pb, carries 1.759; number 2, O, carries -0.344; number 3, O, carries 0.110; number 4, O, carries 0.116; number 5, O, carries -0.159

=====

# 3
The following is a DFT calculation (the ωB97M-V functional and the def2-TZVPD basis) of a molecular structure, C5H5ClFN.

Its molar mass is 133.6 g mol⁻¹. Its LUMO energy is 0.92 eV. Its total energy is -21992.6961 eV. The calculation puts the HOMO-LUMO gap at 10.4654 eV. Its HOMO energy is -9.543 eV.

Element x y z (Å)
1 Cl 1.85541 0.13174 1.88685
2 F 1.22704 -1.68316 0.14452
3 N -0.50894 1.17494 0.62423
4 C -0.71157 -0.36479 0.72200
5 C 0.83897 -0.47381 0.51081
6 C -0.34160 0.10593 -1.51886
7 C 0.50167 0.72911 -0.49093
8 C -1.11781 -0.61803 -0.69442
9 H 0.06408 0.15945 -2.57967
10 H -0.00233 1.51876 1.39758
11 H -1.87833 -1.41032 -0.99908
12 H -1.09869 -0.72828 1.70248
13 H 1.17211 1.45847 -0.70551

Force components x, y, z for each atom (eV/Å):
-0.01 -0.69 -0.30
1.12 -0.70 -0.44
-0.85 -1.57 -2.86
1.60 2.16 1.54
-1.21 1.34 0.16
0.97 -0.48 0.07
-0.97 -0.31 3.20
-2.78 -2.62 -2.18
-1.64 -0.45 1.36
0.73 0.25 1.10
1.10 1.25 0.52
-0.36 -0.09 -1.33
2.29 1.91 -0.84

Results of the Löwdin charge analysis, in e, for atoms 1 through 5: number 1, Cl, carries 0.663; number 2, F, carries 0.043; number 3, N, carries 0.041; number 4, C, carries -0.210; number 5, C, carries -0.743